Entry 1:
Computed, not measured: an isolated molecule of C2H6BrClN2, with ωB97M-V with the def2-TZVPD basis set.

ORCA input file:
```
! RIJCOSX wB97M-V def2-TZVPD def2/J DEFGRID3
* xyz 0 1
C 0.269 -0.295 1.661
N 0.471 -0.360 0.193
Cl 1.110 -1.962 -0.280
N -0.435 0.316 -0.301
C -0.500 0.364 -1.654
Br -2.623 -0.422 0.132
H -0.447 -1.115 1.848
H 1.148 -0.705 2.120
H -0.126 0.663 1.925
H 0.574 0.635 -2.023
H -0.805 -0.510 -2.193
H -1.211 1.090 -2.072
*
```

Results
Highest occupied orbital energy (spin up / spin down) ... -9.01 / -9.00 eV
LUMO (spin up / spin down) ... -1.115 / -1.116 eV
HOMO-LUMO gap (spin up / spin down) ... 7.890 / 7.888 eV
SMILES ... CN(Cl)N(C)Br

natural (NBO) atomic charge list, values in e, 8 entries:
1 C -0.426
2 N -0.092
3 Cl 0.045
4 N -0.057
5 C -0.473
6 Br -0.382
7 H 0.233
8 H 0.216

---

Entry 2:
Computed, not measured: C25H30CuN8O3PS2 as an isolated structure, with ωB97M-V with the def2-TZVPD basis set.

ORCA input file:
```
! RIJCOSX wB97M-V def2-TZVPD def2/J DEFGRID3
* xyz 1 2
Cu 14.331 10.181 7.425
N 16.653 13.425 5.817
C 16.111 12.356 6.429
S 14.501 12.444 7.029
N 16.924 11.248 6.458
N 16.289 10.207 7.042
C 17.012 9.141 7.406
C 18.437 8.973 7.167
C 19.009 9.301 5.936
C 20.380 9.144 5.745
C 21.204 8.655 6.769
C 20.629 8.333 8.012
C 19.263 8.477 8.205
C 16.211 8.095 8.026
C 16.675 6.772 8.239
C 15.846 5.859 8.878
C 14.561 6.277 9.262
C 14.137 7.566 8.953
N 14.907 8.460 8.313
H 16.180 14.315 5.742
H 17.628 13.377 5.579
H 18.367 9.755 5.193
H 20.820 9.395 4.788
H 22.269 8.570 6.615
H 21.240 7.953 8.828
H 18.796 8.218 9.148
H 17.666 6.497 7.899
H 16.169 4.843 9.058
H 13.872 5.621 9.778
H 13.143 7.895 9.226
C 10.451 13.966 9.273
N 11.114 13.047 10.243
C 10.127 12.068 10.808
N 9.398 11.324 9.762
C 8.793 12.297 8.822
N 9.755 13.243 8.226
C 10.656 12.584 7.261
P 11.685 11.221 8.140
C 12.261 12.279 9.549
C 10.233 10.348 9.026
H 11.242 14.594 8.830
H 9.751 14.608 9.824
H 11.492 13.592 11.025
H 9.412 12.623 11.423
H 10.672 11.358 11.453
H 8.035 12.860 9.386
H 8.271 11.765 8.009
H 11.308 13.306 6.749
H 10.004 12.119 6.511
H 13.011 13.014 9.235
H 12.729 11.640 10.322
H 10.636 9.592 9.719
H 9.617 9.851 8.268
N 13.831 9.211 5.557
C 12.501 9.592 5.197
C 12.274 10.786 4.478
C 10.959 11.212 4.249
C 9.902 10.443 4.794
C 10.116 9.185 5.408
C 11.432 8.772 5.612
S 8.278 11.121 4.916
O 7.373 10.337 4.089
O 8.439 12.549 4.600
O 8.034 10.896 6.397
H 13.901 8.202 5.640
H 14.482 9.523 4.831
H 13.125 11.376 4.149
H 10.779 12.165 3.764
H 9.297 8.570 5.743
H 11.645 7.808 6.076
*
```

Results
Highest occupied orbital energy (spin up / spin down) ... -10.27 / -10.27 eV
LUMO (spin up / spin down) ... -3.992 / -4.737 eV
HOMO-LUMO gap (spin up / spin down) ... 6.281 / 5.536 eV
<S²> ... 0.7570

natural (NBO) atomic charge list, values in e, 8 entries:
1 Cu 1.244
2 N -0.757
3 C 0.296
4 S -0.350
5 N -0.420
6 N -0.309
7 C 0.175
8 C -0.144

---

Entry 3:
Computed, not measured: an isolated ion of composition C6H10IN5 and charge +2, with ωB97M-V with the def2-TZVPD basis set.

ORCA input file:
```
! RIJCOSX wB97M-V def2-TZVPD def2/J DEFGRID3
* xyz 2 1
N 1.192 -0.831 0.655
C -0.110 -0.386 0.224
N -0.556 0.940 0.718
C -1.301 1.064 1.800
C -1.323 2.313 2.477
I -2.280 2.558 4.271
C -0.607 3.383 1.858
C 0.144 3.168 0.721
N 0.138 1.944 0.185
C -1.119 -1.398 -0.195
N -0.489 -0.647 -1.180
N 0.420 -1.237 -2.091
H 1.115 -1.108 1.664
H 1.789 -0.085 0.650
H -1.858 0.254 2.216
H -0.534 4.423 2.271
H 0.658 4.008 0.204
H -0.916 -2.387 -0.059
H -2.138 -1.107 -0.047
H 0.270 -0.801 -2.983
H 0.143 -2.249 -2.170
H 1.389 -1.212 -1.941
*
```

Results
Highest occupied orbital energy ... -16.20 eV
LUMO ... -8.342 eV
HOMO-LUMO gap ... 7.860 eV
SMILES ... N[C@]1([n+]2cc(I)ccn2)CN1[NH3+]

natural (NBO) atomic charge list, values in e, 8 entries:
1 N -0.802
2 C 0.382
3 N -0.101
4 C 0.057
5 C -0.195
6 I 0.419
7 C -0.147
8 C 0.047

---

Sequential F_max output: 5.63, 2.61, 4.10 eV/A
Sequential calculated total energy output: -87712.890, -120067.140, -21914.915 eV
Sequential energy above the lowest of the compared OMol25 structures with the same formula, charge and spin output: 0.796, 0.000, 2.411 eV